Molecular formula: C4H5CuO5
Method: DFT, ωB97M-V/def2-TZVPD

Net charge ... +1
Relative energy (zero: lowest compared OMol25 entry of this formula, charge and spin) ... 169.2 kcal/mol
2S+1 ... 2
E_HOMO (alpha / beta) ... -13.74 / -13.73 eV

The geometry in XYZ format:
```
15
Properties=species:S:1:pos:R:3:forces:R:3
O 1.9063 0.7090 1.5165 0.999 0.704 -0.447
O 2.7593 -0.3450 -0.0933 0.499 1.257 -0.069
C 1.9820 0.5678 0.2646 -0.889 -3.770 2.448
O 0.9583 0.8766 -0.4803 -2.323 0.036 -1.579
C -0.3850 0.6804 0.0234 1.673 3.583 -0.048
C -1.3283 1.3053 -0.9724 -0.826 -1.656 -0.116
H -0.4279 1.2914 0.9365 0.088 -0.472 0.178
H -1.0242 2.3313 -1.2128 0.310 -0.282 0.325
H -2.3279 1.3436 -0.5226 0.186 -0.040 -0.163
H -1.3787 0.7151 -1.8961 0.008 0.256 0.204
O -0.4333 -2.6928 1.3594 -1.478 0.238 0.462
C -0.8069 -1.7439 0.7551 3.390 1.713 1.044
O -0.4082 -1.3414 -0.3660 -0.095 -0.128 -2.526
Cu 1.7053 -3.4441 -0.5335 -0.637 0.656 0.275
H -0.7909 -0.2534 1.2215 -0.904 -2.095 0.012
```
Forces are in eV/Å.